Record 1
Computed, not measured: C12H33Cu2O11P2 as an isolated structure, with ωB97M-V/def2-TZVPD.

XYZ file:
```
60
Properties=species:S:1:pos:R:3:lowdin_charge:R:1
Cu 3.45530 1.31456 -3.28104 0.47
Cu 1.57262 0.05746 -1.52939 0.21
O 3.03999 -1.28823 -0.60846 -0.43
H 2.71700 -2.06058 -0.17598 -0.18
O 2.71372 1.86399 -1.13124 -0.40
H 2.10548 2.60609 -1.09367 -0.12
O 2.02248 -0.31371 -3.64518 -0.41
H 1.51021 0.08936 -4.35263 -0.11
C -1.21683 3.22278 -0.65160 -0.06
C -1.65806 3.16394 -2.11295 -0.26
O -1.26761 2.00338 -2.81814 -0.14
P -1.62578 0.54916 -2.36982 0.46
O -0.88150 -0.18673 -1.33564 -0.20
O -1.61997 -0.28254 -3.75105 -0.15
C -2.35292 0.15957 -4.85390 -0.31
C -1.41256 0.34271 -6.05432 -0.07
O -3.23200 0.68336 -2.09069 -0.18
C -3.94392 -0.46249 -1.72081 -0.31
C -5.42898 -0.20010 -1.91050 -0.08
H -0.13285 3.05285 -0.65752 0.07
H -1.29045 4.24520 -0.27958 0.08
H -1.70451 2.50670 0.00257 0.06
H -2.74897 3.28453 -2.05308 0.11
H -1.35393 4.03486 -2.68985 0.12
H -3.13416 -0.55107 -5.13929 0.12
H -2.89094 1.11533 -4.82080 0.12
H -1.92159 0.55885 -7.00153 0.07
H -0.75906 1.21147 -5.97231 0.08
H -0.89985 -0.60714 -6.21088 0.08
H -3.69000 -1.41187 -2.20297 0.13
H -3.87113 -0.69547 -0.64876 0.12
H -6.02108 -1.02912 -1.51688 0.07
H -5.71520 0.72113 -1.40402 0.08
H -5.69515 -0.14249 -2.97024 0.07
C 2.28137 -4.05693 1.91259 -0.08
C 3.17031 -3.16036 2.73549 -0.26
O 2.39678 -2.21559 3.51806 -0.20
P 2.30696 -0.67114 3.09674 0.43
O 3.50215 -0.03995 2.52531 -0.21
O 0.99556 -0.64216 2.16730 -0.14
C 0.40635 0.59667 1.88894 -0.30
C -1.02509 0.72915 2.44654 -0.07
O 1.80455 -0.00263 4.47616 -0.20
C 2.71571 0.18217 5.58128 -0.26
C 2.90402 -1.10460 6.40636 -0.07
H 1.64448 -4.74362 2.46926 0.07
H 1.63161 -3.48660 1.24795 0.07
H 2.90879 -4.57343 1.18060 0.08
H 3.75998 -3.65100 3.51740 0.11
H 3.92342 -2.67598 2.10986 0.12
H 0.95029 1.48518 2.23144 0.12
H 0.29540 0.87525 0.83146 0.09
H -1.50091 1.64444 2.09999 0.05
H -1.54529 -0.08138 1.92018 0.07
H -1.11020 0.56049 3.51818 0.07
H 3.61506 0.63724 5.15306 0.11
H 2.32061 0.97330 6.22384 0.11
H 3.61665 -0.79601 7.18043 0.07
H 1.95970 -1.47372 6.79141 0.08
H 3.40397 -1.86452 5.82233 0.06
```

Output
Charge: -1

=====

Record 2
Computed, not measured: a 3-piece molecular cluster, C12H33FN2O4Si overall, with ωB97M-V/def2-TZVPD.

XYZ file:
```
53
Properties=species:S:1:pos:R:3:lowdin_charge:R:1
C 6.36395 3.40220 -0.92689 -0.12
O 6.00387 3.38243 -2.29078 -0.20
C 6.49443 2.25297 -3.00369 -0.22
C 5.33500 1.50896 -3.62823 -0.22
N 4.45644 1.00959 -2.59052 -0.05
C 3.28354 0.28858 -3.05220 -0.20
C 2.27686 1.05118 -3.90887 -0.22
O 1.63801 2.11440 -3.22106 -0.23
C 2.26598 3.37792 -3.31731 -0.10
H 5.94777 4.31215 -0.49888 0.09
H 5.97130 2.53359 -0.38645 0.09
H 7.45197 3.41613 -0.79730 0.09
H 7.03171 1.58720 -2.32187 0.12
H 7.18407 2.59361 -3.78094 0.12
H 5.72870 0.66310 -4.20157 0.13
H 4.84333 2.18132 -4.34705 0.11
H 4.18427 1.77534 -1.98755 0.09
H 2.75876 -0.09820 -2.17519 0.11
H 3.61737 -0.58192 -3.62875 0.12
H 1.48625 0.35542 -4.20086 0.12
H 2.73896 1.43480 -4.82618 0.11
H 2.72857 3.51412 -4.30045 0.09
H 3.04298 3.52804 -2.56273 0.07
H 1.49476 4.13543 -3.18482 0.09
C -2.77291 -3.36616 5.65611 -0.12
O -3.66984 -2.34583 5.27841 -0.20
C -3.04441 -1.21675 4.67834 -0.22
C -3.59462 -1.00937 3.28505 -0.22
N -3.27737 -2.15188 2.45301 -0.05
C -3.75035 -2.06963 1.08066 -0.20
C -5.25696 -1.99103 0.86060 -0.22
O -5.94529 -3.16007 1.27658 -0.18
C -6.49272 -3.10641 2.57695 -0.11
H -3.36299 -4.15911 6.11183 0.09
H -2.22427 -3.76945 4.79770 0.09
H -2.03875 -3.00743 6.38672 0.09
H -1.96342 -1.37713 4.62368 0.12
H -3.23972 -0.33494 5.29490 0.12
H -3.13167 -0.11524 2.85428 0.13
H -4.67218 -0.80084 3.36819 0.11
H -3.63149 -2.99163 2.89411 0.09
H -3.37921 -2.94543 0.54342 0.12
H -3.30081 -1.18843 0.61263 0.09
H -5.43773 -1.88109 -0.21104 0.12
H -5.68788 -1.11652 1.36286 0.11
H -6.93315 -2.12319 2.77913 0.09
H -5.75799 -3.30466 3.36357 0.07
H -7.27789 -3.85893 2.63119 0.09
F -2.39637 0.63126 -0.65702 -0.31
Si -0.84222 0.73614 -1.10507 0.56
H -0.31426 -0.63711 -1.21483 -0.07
H -0.13052 1.48168 -0.05005 -0.07
H -0.80183 1.44083 -2.39178 -0.07
```

=====

Record 3
Computed, not measured: a 3-piece molecular cluster, C12H33N5O4PS overall, with ωB97M-V/def2-TZVPD.

XYZ file:
```
56
Properties=species:S:1:pos:R:3:lowdin_charge:R:1
C -4.32288 -1.87649 2.60117 -0.09
C -4.19665 -2.69649 1.24502 -0.19
C -4.31016 -1.68016 0.08157 -0.22
O -3.22429 -0.73982 0.28092 -0.25
C -3.27521 0.27854 -0.68889 -0.35
S -1.66200 0.22034 -1.60641 1.03
C -0.49005 1.19729 -0.59810 -0.32
C 0.74587 0.37691 -0.16648 -0.73
N 1.46400 -0.23474 -1.26147 0.07
N 1.65826 1.37282 0.46454 0.08
N 0.32149 -0.58305 0.85655 0.09
P -1.16843 -1.87216 -1.63291 0.64
O -2.26405 -2.51832 -2.47225 -0.47
H -5.00319 -1.03183 2.42168 0.07
H -4.70696 -2.57389 3.35509 0.07
H -3.32811 -1.48273 2.84364 0.07
H -3.17838 -3.11804 1.25427 0.10
H -4.97579 -3.46624 1.22568 0.11
H -4.22253 -2.21221 -0.88116 0.11
H -5.26083 -1.12468 0.17422 0.13
H -4.10617 0.13877 -1.39424 0.12
H -3.37344 1.23892 -0.15387 0.12
H -0.96781 1.60492 0.31156 0.10
H -0.16456 2.07392 -1.18131 0.10
H 1.96990 -1.06992 -0.92243 0.03
H 2.13460 0.45931 -1.56712 0.10
H 2.41367 0.90088 0.93888 0.09
H 1.14508 1.98755 1.08813 0.04
H 0.17380 -0.08678 1.72316 0.09
H 1.00779 -1.31520 0.98693 0.09
H 0.08057 -2.12463 -2.25451 0.02
H -1.23601 -2.45579 -0.33364 0.03
C 3.68347 -3.27838 -1.42345 -0.30
O 2.65800 -2.64361 -1.21076 -0.05
N 4.07046 -3.72435 -2.62733 -0.18
C 5.30120 -4.47336 -2.80932 -0.04
C 3.23130 -3.44869 -3.78194 -0.03
H 4.38504 -3.53897 -0.61848 0.14
H 5.95267 -3.93644 -3.50061 0.10
H 5.06905 -5.45661 -3.22140 0.10
H 5.81851 -4.59976 -1.86018 0.09
H 3.12102 -2.36983 -3.90380 0.10
H 2.24232 -3.88287 -3.62581 0.09
H 3.67647 -3.87220 -4.67831 0.09
C 0.09522 4.14823 2.33362 -0.38
O 0.24824 3.40479 3.28138 0.01
N 0.23940 5.48728 2.35800 -0.19
C 0.03942 6.30533 1.17696 -0.05
C 0.60740 6.12747 3.61033 -0.03
H -0.18699 3.76462 1.33657 0.11
H 0.96044 6.84468 0.94833 0.09
H -0.76188 7.02291 1.36327 0.09
H -0.23025 5.68702 0.32187 0.08
H 1.56449 5.73289 3.95406 0.10
H -0.14773 5.90989 4.36681 0.10
H 0.68521 7.20296 3.47200 0.09
```

Output
Charge: +1

=====

Record 4
Computed, not measured: a 4-piece molecular cluster, C12H34BBrNO7P overall, with ωB97M-V/def2-TZVPD.

XYZ file:
```
57
Properties=species:S:1:pos:R:3:lowdin_charge:R:1
N -1.81068 5.65183 -3.12864 -0.18
P -1.92091 5.56910 -4.85056 0.70
O -3.36191 4.71326 -5.09827 -0.34
B -2.32019 7.38554 -5.42843 -0.73
Br -1.27912 7.96941 -7.00163 0.57
H -0.90341 5.39507 -2.79419 0.02
H -2.13203 6.52214 -2.74012 0.03
H -3.10811 4.03461 -5.69999 0.00
H -3.08249 8.12289 -4.89939 -0.02
C -2.88822 2.81525 -2.02036 -0.13
O -2.03135 3.06023 -0.91455 -0.20
C -2.62276 2.71974 0.32867 -0.21
C -2.11880 1.38481 0.83985 -0.21
O -2.53659 0.31480 0.00811 -0.19
C -1.51411 -0.13319 -0.86947 -0.10
H -2.29682 2.90893 -2.92696 0.07
H -3.31581 1.80998 -1.98315 0.08
H -3.68812 3.55944 -2.05221 0.08
H -3.71298 2.70947 0.24813 0.13
H -2.34422 3.49942 1.04511 0.12
H -2.53951 1.20556 1.83444 0.12
H -1.02861 1.39987 0.93046 0.12
H -0.75195 -0.68616 -0.31460 0.07
H -1.04825 0.69829 -1.40395 0.09
H -1.96903 -0.80466 -1.59560 0.09
C -1.16888 -3.94830 -1.19103 -0.11
O -0.11844 -3.18535 -0.62382 -0.21
C -0.00584 -3.36554 0.78089 -0.20
C 1.13518 -4.29413 1.13853 -0.20
O 0.89030 -5.62151 0.69134 -0.19
C 1.59214 -5.93978 -0.49675 -0.11
H -1.05885 -3.91052 -2.27407 0.09
H -1.12939 -4.99118 -0.86931 0.08
H -2.13955 -3.51781 -0.92140 0.09
H -0.94662 -3.73300 1.20009 0.13
H 0.19725 -2.38200 1.21758 0.11
H 1.23060 -4.33064 2.22694 0.12
H 2.07545 -3.91388 0.73314 0.12
H 2.65992 -6.06259 -0.28637 0.09
H 1.45776 -5.17236 -1.26254 0.08
H 1.19863 -6.88303 -0.87266 0.09
C 3.47235 1.09882 2.37753 -0.11
O 3.17961 0.72345 3.71289 -0.19
C 2.00867 -0.07084 3.81776 -0.20
C 2.34421 -1.53968 3.97988 -0.20
O 2.96345 -2.06386 2.81421 -0.21
C 4.36896 -2.19363 2.94774 -0.10
H 4.47355 1.52647 2.36554 0.09
H 3.44797 0.24086 1.70195 0.08
H 2.76280 1.85780 2.03155 0.09
H 1.36171 0.07841 2.94845 0.12
H 1.46488 0.26673 4.70522 0.13
H 1.41519 -2.09812 4.13322 0.12
H 2.97920 -1.69261 4.85637 0.13
H 4.61207 -3.03028 3.61086 0.09
H 4.82299 -1.27841 3.33357 0.08
H 4.77873 -2.39910 1.95998 0.09
```

=====

Record 5
Computed, not measured: a 5-piece molecular cluster, C12H34FNO7S overall, with ωB97M-V/def2-TZVPD.

XYZ file:
```
56
Properties=species:S:1:pos:R:3:lowdin_charge:R:1
O 5.02330 -2.11225 -3.10786 -0.31
S 4.79240 -0.77719 -3.72358 0.73
O 5.59381 0.24486 -3.02509 -0.29
F 5.39565 -0.87949 -5.25187 -0.19
N 3.14168 -0.45602 -3.77101 -0.12
C 2.81436 0.98261 -3.61756 -0.25
C 1.30638 1.24842 -3.26840 -0.17
C 0.27735 0.45460 -4.16507 -0.16
C -0.56663 -0.53181 -3.26285 -0.24
O -1.84842 -0.79064 -3.89402 -0.10
H 2.62158 -1.03101 -3.10838 0.11
H 3.40796 1.48501 -2.80903 0.10
H 3.11667 1.50377 -4.56193 0.13
H 1.13905 1.02239 -2.18399 0.10
H 1.13404 2.33794 -3.43197 0.12
H -0.46937 1.20449 -4.53752 0.11
H 0.72200 -0.06154 -5.04269 0.11
H -0.04374 -1.51379 -3.18488 0.12
H -0.80331 -0.07063 -2.27291 0.11
H -1.99242 -1.74043 -3.93938 0.08
C 5.07935 0.87630 0.88662 -0.08
C 3.64765 1.37628 0.84860 -0.30
O 3.06097 1.10572 -0.42248 -0.10
H 5.67316 1.35352 0.10440 0.08
H 5.54010 1.08366 1.85473 0.07
H 5.11733 -0.20097 0.70381 0.08
H 3.61568 2.45500 1.00943 0.12
H 3.04498 0.89330 1.62131 0.08
H 3.08340 0.15232 -0.55214 0.08
C -5.02149 0.34356 -1.70362 -0.09
C -4.08578 -0.08956 -0.59134 -0.32
O -3.36666 -1.25848 -0.96896 -0.09
H -5.72686 -0.45499 -1.94172 0.08
H -5.58276 1.23600 -1.41817 0.07
H -4.46095 0.55889 -2.61688 0.07
H -4.64949 -0.32418 0.31262 0.10
H -3.36987 0.70472 -0.35414 0.11
H -2.86321 -1.04369 -1.76107 0.04
C -0.05667 0.02096 4.35034 -0.09
C 1.20469 0.31005 3.56058 -0.33
O 0.98985 0.06390 2.17351 -0.10
H -0.36715 -1.01568 4.20835 0.08
H 0.09915 0.19964 5.41660 0.08
H -0.88075 0.65083 4.00546 0.07
H 2.01959 -0.33543 3.89110 0.11
H 1.51502 1.35268 3.69101 0.11
H 0.27694 0.64134 1.88398 0.09
C -4.28655 -2.02167 5.35125 -0.09
C -4.24166 -0.55654 4.96155 -0.32
O -3.73811 -0.40515 3.63775 -0.09
H -3.29040 -2.46388 5.28947 0.07
H -4.66434 -2.14506 6.36832 0.07
H -4.92931 -2.58358 4.66841 0.07
H -3.58287 -0.00338 5.63196 0.11
H -5.24031 -0.11027 5.01315 0.11
H -4.32502 -0.88546 3.04621 0.07
```

Output
Relative energy (zero: lowest compared OMol25 entry of this formula, charge and spin), kcal/mol: 0.0

=====

Record 6
Computed, not measured: a 5-piece molecular cluster, C12H34O5 overall, with ωB97M-V/def2-TZVPD.

XYZ file:
```
51
Properties=species:S:1:pos:R:3:lowdin_charge:R:1
C 0.08609 -4.96943 2.53603 -0.07
C -0.20285 -3.57909 2.00488 -0.47
C -1.62612 -2.97023 2.35936 -0.03
O 0.79255 -2.68367 2.55549 -0.07
H 0.07114 -4.89738 3.62355 0.08
H 1.06944 -5.27774 2.18098 0.08
H -0.64941 -5.70277 2.20534 0.08
H -0.07776 -3.75243 0.93605 0.12
H -2.35892 -3.34446 1.64448 0.06
H -1.61080 -1.92023 2.06718 0.05
H -1.88029 -3.10645 3.41052 0.08
H 0.93398 -2.06288 1.83700 0.04
C -3.17460 0.79332 -0.21429 -0.06
C -2.55468 0.81795 -1.59275 -0.49
C -1.75945 2.10936 -1.86101 -0.03
O -1.80321 -0.37533 -1.70223 -0.05
H -4.02305 1.46194 -0.06879 0.08
H -2.41505 0.99910 0.53993 0.08
H -3.58507 -0.19194 0.00679 0.08
H -3.39898 0.89225 -2.27813 0.13
H -1.56058 1.97156 -2.92382 0.07
H -0.77662 2.08210 -1.39047 0.06
H -2.31612 3.03195 -1.69656 0.09
H -2.44868 -1.08547 -1.72801 0.10
C 0.73049 2.84875 1.95456 -0.06
C 1.31422 1.62629 2.63074 -0.49
C 1.67961 1.85048 4.09361 -0.05
O 0.34602 0.57803 2.65175 -0.06
H -0.26923 3.07088 2.32780 0.08
H 0.58295 2.66346 0.89060 0.06
H 1.39840 3.69762 2.10091 0.09
H 2.21093 1.50271 2.02349 0.13
H 0.83932 2.33447 4.59137 0.09
H 2.59881 2.43516 4.05741 0.08
H 1.95419 0.98493 4.69654 0.08
H 0.56930 0.09326 3.44971 0.08
C 2.19942 1.74891 -3.08399 -0.05
C 2.15056 0.51746 -3.91473 -0.50
C 0.72433 0.34998 -4.44559 -0.07
O 2.95559 0.59528 -5.08236 -0.05
H 1.85504 2.52967 -3.76216 0.09
H 3.22127 2.00840 -2.80725 0.08
H 1.60795 1.71104 -2.16921 0.07
H 2.34293 -0.43322 -3.41743 0.14
H 0.18135 1.26278 -4.69070 0.07
H 0.10360 -0.01052 -3.62532 0.06
H 0.53133 -0.33902 -5.26785 0.08
H 2.74942 -0.17045 -5.62342 0.08
O 0.47421 -0.86153 0.06376 -0.04
H -0.01932 -0.69540 -0.73940 0.00
H 0.23615 -0.13955 0.64540 0.00
```

Output
Relative energy (zero: lowest compared OMol25 entry of this formula, charge and spin), kcal/mol: 39.2

=====

Values of HOMO-LUMO gap, in order: 4.95 9.34 8.55 7.94 10.46 10.24, all in eV.
Values of calculated total energy, in order: -5268.45482 -1276.77313 -1791.03738 -3999.14910 -1556.99754 -853.75262, all in Eh.